Record 1
Formula: C27H56NO13S6
Source: the Open Molecules 2025 dataset
Level of theory: wB97M-V/def2-TZVPD

XYZ file:
```
103
Properties=species:S:1:pos:R:3:forces:R:3:lowdin_charge:R:1
C 48.0870 17.1980 22.8130 -2.03 3.03 5.34 0.035
C 47.8310 18.4260 22.0210 -0.89 2.07 -0.77 -0.303
O 46.9570 18.6320 21.1880 3.03 -0.38 2.50 0.108
N 48.8900 19.5720 22.3630 -2.04 -0.91 -7.08 0.126
H 48.5260 20.3710 21.7420 0.77 -0.21 1.39 0.141
H 48.8610 19.6790 23.2910 -1.13 1.58 4.98 0.030
C 50.2630 19.1290 22.2050 1.82 2.75 -1.29 0.001
H 48.1160 16.5780 22.0350 0.81 -3.94 -2.33 0.046
H 47.0740 17.0570 23.3520 1.34 -0.12 -1.01 0.126
H 48.8170 17.2500 23.7450 -1.03 -0.18 -2.73 0.128
H 50.3120 18.3630 22.8380 0.72 -3.48 2.21 0.031
H 50.9610 19.8590 22.6230 -0.54 0.45 0.13 0.110
H 50.7280 18.9060 21.2640 -0.92 -0.24 -1.00 0.099
C 49.7430 25.2090 25.4150 10.14 -4.30 -3.06 -0.147
C 49.7250 25.2110 23.8360 6.25 5.66 1.62 -0.295
C 48.8590 24.2380 23.4000 -5.83 -0.31 -3.72 -0.357
S 49.3430 22.8620 24.2700 1.03 -3.39 -1.30 0.654
O 50.5270 22.2480 23.6120 -1.98 0.53 1.05 -0.327
O 48.1280 22.1270 24.5430 0.34 -0.80 0.03 -0.345
C 49.8600 23.6450 25.7520 -0.69 1.25 1.44 -0.213
H 49.1600 25.6660 25.9760 -6.58 3.98 4.12 -0.014
H 50.8300 25.7520 26.0260 -2.84 -1.59 -2.49 0.204
H 50.9350 25.0520 23.4190 -3.57 0.30 1.20 0.210
H 49.4260 26.2000 23.4710 0.30 -0.06 0.03 0.120
H 48.6130 24.3280 22.2580 1.39 -1.30 1.85 0.146
H 47.7800 24.4640 23.7440 1.47 -0.39 0.15 0.158
H 50.9580 23.3880 25.9120 -1.83 -0.08 0.27 0.129
H 49.0130 23.3300 26.5180 2.44 0.38 -1.17 0.149
C 44.0640 21.2090 26.5720 1.87 2.09 0.56 -0.204
C 43.0590 21.1140 25.5150 -5.77 2.29 2.81 -0.304
C 43.5570 20.2230 24.5360 -1.39 -3.70 -4.38 -0.285
S 45.2000 20.6690 24.3260 2.25 0.13 -0.10 0.592
O 45.3050 21.7070 23.3660 -0.39 1.01 -1.56 -0.284
O 46.0450 19.5190 24.2060 0.34 -1.34 -0.60 -0.301
C 45.4830 21.3540 25.8730 -2.20 2.26 1.67 -0.193
H 43.9160 20.3650 27.1710 0.67 -1.62 0.98 0.097
H 43.8500 22.0480 27.2400 0.22 0.03 -0.16 0.127
H 42.8100 22.0770 25.0900 0.20 0.43 -0.24 0.120
H 42.0080 20.8880 26.1590 2.49 -0.07 -2.33 0.201
H 43.1300 20.1930 23.4230 0.52 0.29 2.49 0.162
H 43.5640 19.1790 24.8800 0.03 0.14 -0.06 0.127
H 45.7530 22.4460 25.7720 -0.18 -1.37 0.01 0.135
H 46.2200 20.8120 26.3730 1.36 -0.64 0.67 0.061
C 43.9240 18.2670 19.5450 2.16 -0.13 -0.35 -0.163
C 43.9690 18.5770 21.0130 -2.17 6.30 -0.46 -0.347
C 44.0610 17.4360 21.8320 1.07 -3.15 2.68 -0.245
S 44.5180 16.0550 20.7530 0.10 1.71 -0.15 0.637
O 43.3670 15.3010 20.4130 -1.23 -1.06 0.04 -0.282
O 45.7160 15.4680 21.2350 1.27 -1.23 0.80 -0.308
C 44.9210 17.0660 19.3880 -2.43 1.49 0.47 -0.209
H 44.2310 19.1350 18.8620 -0.98 -1.32 0.92 0.139
H 42.9130 17.8690 19.4920 -0.04 0.17 -1.38 0.118
H 42.9500 19.0190 21.1560 0.50 -0.08 0.25 0.123
H 44.5550 19.4470 21.4010 0.43 -0.86 -0.85 0.106
H 43.0360 17.1930 22.1760 1.02 -0.31 0.76 0.129
H 44.9420 17.5600 22.5630 -1.88 -0.56 -0.52 0.115
H 44.5620 16.5950 18.5260 0.65 -1.19 -1.54 0.093
H 45.9140 17.3460 19.5700 1.51 0.39 -0.68 0.062
C 49.5680 16.8420 27.6140 1.18 -0.27 2.96 -0.245
C 48.1250 17.0260 27.2270 0.30 -7.44 -1.30 -0.268
C 47.9610 18.3720 27.3890 -5.98 5.31 2.97 -0.339
S 49.2750 19.0960 26.6190 3.91 4.62 1.67 0.715
O 49.7510 20.1980 27.5000 -0.99 -1.49 -1.69 -0.329
O 49.0540 19.3900 25.2290 -0.30 -0.49 -0.56 -0.310
C 50.4080 17.7130 26.8190 0.05 3.50 1.83 -0.204
H 49.8680 15.9110 27.4400 1.01 -4.30 -0.91 0.075
H 49.9510 16.9180 28.7170 -1.77 0.46 -1.52 0.184
H 47.5420 16.2610 27.7780 -0.19 1.10 0.21 0.148
H 47.9400 16.6110 26.1410 0.66 1.13 1.58 0.168
H 47.9440 18.7000 28.5150 0.47 -0.58 -2.03 0.180
H 46.9520 18.7600 27.0190 1.48 -0.15 0.01 0.139
H 51.3330 18.0780 27.2650 -0.31 0.18 0.40 0.130
H 50.6790 17.5090 25.8790 0.60 -1.78 -3.76 0.060
C 45.2940 21.9550 19.0670 1.44 3.79 -4.41 -0.164
C 45.1510 23.5330 19.4540 -2.81 -0.81 -1.53 -0.177
C 46.0140 23.7060 20.6340 -0.01 0.69 1.58 -0.266
S 47.3860 22.7110 20.2850 1.91 -0.47 0.35 0.642
O 47.7290 21.8450 21.3920 0.02 0.13 0.57 -0.332
O 48.3620 23.6160 19.7930 1.61 0.73 -0.70 -0.284
C 46.7950 21.6480 19.0400 -0.31 -3.61 0.97 -0.228
H 44.8770 21.7720 18.0340 0.05 -0.04 1.40 0.138
H 44.9800 21.3450 19.7840 -2.47 -2.24 2.96 0.038
H 44.0830 23.7950 19.6830 0.79 -0.64 0.11 0.127
H 45.3010 24.2440 18.5980 0.76 -0.95 0.65 0.134
H 45.6650 23.2730 21.5530 -1.03 -0.48 0.34 0.081
H 46.2950 24.7270 20.9490 0.31 -0.44 -0.74 0.133
H 47.0840 20.4600 19.3500 -0.95 3.40 -0.64 0.163
H 47.2500 21.7850 18.1010 0.68 0.74 -1.02 0.084
C 49.6290 17.3530 15.4980 9.39 -0.29 6.99 -0.147
C 49.3640 16.2200 16.4420 -4.79 0.26 0.67 -0.269
C 49.9840 16.4930 17.7190 3.75 -1.74 0.34 -0.276
S 49.8850 18.2130 17.9480 5.06 -0.93 -0.31 0.624
O 51.1780 18.5740 18.4930 -0.64 1.07 -0.31 -0.308
O 48.7310 18.3970 18.7000 -3.66 1.33 2.30 -0.291
C 49.5580 18.6920 16.3060 2.34 -2.24 -2.12 -0.185
H 49.0640 17.2870 14.7850 -5.99 -0.24 -8.05 0.015
H 50.7890 17.1550 15.1550 -2.75 0.97 0.45 0.191
H 49.4760 15.2110 16.1880 0.70 -1.24 -1.22 0.111
H 48.2640 16.2730 16.6270 0.16 -0.08 -0.21 0.137
H 51.0120 15.9570 17.6010 -0.90 2.01 0.58 0.161
H 49.6600 16.1290 18.6740 -0.99 -0.62 0.15 0.103
H 50.2110 19.3110 15.7490 2.03 0.68 0.51 0.104
H 48.7700 19.2920 16.1130 -3.77 1.09 0.37 0.069
```
Forces are in eV/Å.

Net charge: +1
Orbital gap (eV): 10.32
HOMO (eV): -12.1191
Energy relative to the best compared isomer or geometry (same formula, charge and spin) (kJ/mol): 111.4

=====

Record 2
Formula: C30H72F6LiN11O16S2
Source: the Open Molecules 2025 dataset
Level of theory: wB97M-V/def2-TZVPD

XYZ file:
```
138
Properties=species:S:1:pos:R:3:forces:R:3:lowdin_charge:R:1
Li -20.0264 21.6279 -15.3396 0.21 -0.94 0.33 0.735
C -21.2190 21.8668 -11.9935 0.26 -0.10 0.32 -0.631
F -22.2003 22.2085 -11.1263 1.27 0.27 -0.99 0.149
F -20.3725 21.0435 -11.4148 0.69 0.64 0.84 0.164
F -21.7334 21.1447 -12.9619 -1.11 -0.01 -1.49 0.134
S -20.2864 23.3833 -12.7946 -0.77 1.18 0.03 0.688
O -21.2166 24.2293 -13.5080 -0.22 -1.86 -1.51 -0.308
O -19.7671 24.1621 -11.7312 1.31 -1.13 1.09 -0.259
N -19.1480 22.5966 -13.8742 -4.51 0.87 0.50 -0.400
S -17.7819 23.0956 -13.3850 7.09 4.23 2.80 0.614
O -17.4804 24.5922 -13.3796 -1.61 -4.31 -0.55 -0.314
O -17.3892 22.4167 -12.1539 -0.39 0.19 -1.06 -0.332
C -16.5131 22.5053 -14.7601 -0.93 2.40 3.75 -0.626
F -15.2438 22.3291 -14.2366 -2.18 0.33 -1.36 0.121
F -16.9950 21.4311 -15.2533 0.16 -2.42 -1.25 0.148
F -16.6135 23.4923 -15.6122 1.19 0.06 -1.03 0.149
C -12.3066 22.1839 -13.5348 -1.42 3.09 -0.20 -0.290
C -10.8121 22.1220 -13.3940 0.09 -1.39 -1.49 -0.206
O -10.4851 20.7620 -13.6850 0.97 -0.31 0.78 -0.075
O -12.9986 22.1770 -12.3280 -0.12 -0.70 2.40 -0.067
H -12.9042 21.5245 -14.1642 1.45 -0.62 -0.75 0.112
H -12.5166 23.1870 -13.9060 0.11 0.35 -0.70 0.103
H -10.3432 22.4936 -12.4829 -0.68 -0.15 0.48 0.129
H -10.2914 22.6894 -14.1654 -0.43 0.14 -0.29 0.115
H -10.6771 20.3092 -12.8606 0.09 -0.51 -0.06 0.080
H -13.9381 22.2302 -12.5176 -0.02 0.06 0.12 0.058
C -21.1248 27.1041 -16.4987 0.99 0.37 0.82 -0.265
C -21.5734 27.3132 -15.0671 0.66 -0.05 0.33 -0.226
O -21.4883 28.6864 -14.5722 -0.99 -1.37 -0.76 -0.065
O -22.1615 26.8923 -17.4213 -0.20 0.13 -0.02 -0.047
H -20.4197 26.2730 -16.4855 -0.08 -0.45 -0.15 0.106
H -20.4939 27.9697 -16.7006 -0.12 0.35 -0.49 0.123
H -20.8883 26.7372 -14.4450 -0.11 -0.17 0.11 0.099
H -22.5886 26.9484 -14.9112 -0.01 -0.22 -0.12 0.115
H -22.3959 28.6895 -14.2593 0.02 1.32 0.47 0.065
H -21.7371 26.7525 -18.2710 -0.18 0.04 -0.17 0.083
C -20.4420 16.4946 -10.0229 -0.65 0.66 1.90 -0.240
C -19.7088 17.5872 -10.8192 -1.17 -1.07 -0.33 -0.229
O -19.3324 16.9351 -12.0204 1.05 0.20 0.01 -0.067
O -19.6781 15.5147 -9.3342 0.98 -0.24 -0.61 -0.070
H -21.2252 15.9540 -10.5543 0.02 0.52 -0.64 0.121
H -20.9068 16.9206 -9.1337 -0.52 0.76 -0.40 0.116
H -18.9353 18.0918 -10.2402 0.62 -0.60 0.05 0.114
H -20.3443 18.4122 -11.1413 -0.78 -0.03 0.53 0.098
H -18.6828 17.5077 -12.4347 0.30 -0.13 -0.58 0.053
H -19.4517 14.8192 -9.9560 0.24 -0.04 -0.07 0.079
C -19.2151 18.9954 -16.3686 1.75 0.27 -0.04 -0.749
O -19.7404 19.4360 -15.3752 -1.44 2.24 1.88 -0.002
N -19.7339 18.0635 -17.1092 -2.37 -3.58 -2.58 0.182
N -18.0011 19.3580 -16.8054 0.88 0.74 -0.79 0.190
H -20.5112 17.4673 -16.8633 -0.02 0.65 0.69 0.132
H -19.3614 17.7415 -17.9910 0.42 0.39 0.31 0.118
H -17.7279 18.9265 -17.6768 0.50 0.51 0.27 0.114
H -17.5985 20.2367 -16.5124 0.05 -0.64 -0.22 0.077
C -24.4260 25.2626 -12.2978 -2.09 2.08 1.27 -0.777
O -25.5341 25.4009 -11.8280 -1.41 -0.55 0.39 0.032
N -24.0138 24.2937 -13.0581 1.04 -3.01 -1.84 0.177
N -23.5285 26.2368 -12.1525 1.50 1.11 0.03 0.167
H -23.0301 24.3248 -13.2850 -0.37 -0.68 -0.37 0.040
H -24.5608 23.4485 -13.1393 0.20 0.32 0.09 0.108
H -23.8632 27.0372 -11.6355 0.69 -0.20 0.04 0.121
H -22.5712 25.9763 -12.3420 0.11 0.97 0.40 0.085
C -25.5525 19.7519 -11.2780 -0.59 -1.68 -1.03 -0.749
O -25.2422 19.4168 -10.1821 0.29 -0.12 2.71 0.074
N -26.5454 19.1703 -12.0036 -1.43 -0.38 -0.96 0.138
N -24.8493 20.5833 -12.0304 1.70 2.11 -1.44 0.158
H -26.4540 19.1861 -13.0093 -0.42 -0.07 0.35 0.090
H -27.3208 18.6666 -11.5972 0.54 0.08 0.07 0.108
H -23.9842 20.9562 -11.6663 -0.39 -0.07 -0.10 0.079
H -25.1658 20.8462 -12.9528 0.20 0.09 0.41 0.100
C -16.0501 18.8777 -12.5106 0.84 -2.28 -1.76 -0.672
O -16.6363 18.5643 -13.5783 1.08 0.81 2.28 0.001
N -16.3257 19.7902 -11.6408 -3.31 3.27 1.36 0.173
N -14.9721 18.2316 -11.9403 3.07 -2.06 -1.24 0.127
H -15.6764 20.0380 -10.9080 -0.66 0.10 -0.25 0.118
H -17.2484 20.1983 -11.6877 0.32 0.66 0.22 0.094
H -14.1593 18.0980 -12.5247 -0.42 -0.77 -0.88 0.095
H -14.5129 18.5977 -11.1186 -0.91 0.28 0.31 0.088
C -14.8510 24.2118 -7.1441 -1.15 0.75 1.81 -0.038
C -16.1900 24.1185 -7.9261 2.11 -1.20 -0.75 -0.511
C -16.3364 22.6241 -8.2742 -0.84 -1.09 -1.97 -0.132
C -17.7017 22.2771 -8.9423 0.66 1.03 0.71 -0.191
C -18.7630 22.7688 -8.0131 -1.00 0.18 1.03 -0.146
C -18.7555 24.2844 -7.5853 0.79 -0.03 -0.26 -0.408
N -17.3365 24.6134 -7.1873 -0.89 -0.77 0.61 -0.091
O -17.2083 25.9445 -6.6876 0.21 -0.15 -1.10 -0.015
C -19.5022 25.1647 -8.7286 1.05 -0.79 2.29 -0.001
C -19.5248 24.4620 -6.2542 -1.31 -0.39 0.47 -0.063
C -15.9514 24.8080 -9.2452 0.12 1.33 -0.74 -0.034
H -14.9087 23.7064 -6.1801 -0.29 -0.71 -0.03 0.076
H -14.7863 25.2277 -6.7544 0.64 0.39 -0.66 0.071
H -13.9405 23.8451 -7.6181 -0.34 0.32 -0.48 0.088
H -15.6423 22.2616 -9.0324 0.74 1.18 -0.55 0.100
H -16.0065 21.8520 -7.5792 -0.93 0.44 1.31 0.115
H -17.6933 21.2046 -9.1364 -0.53 -0.15 0.23 0.104
H -17.9658 22.7585 -9.8839 1.09 0.11 -0.32 0.076
H -18.6765 22.1757 -7.1028 -0.50 -0.06 0.20 0.118
H -19.7218 22.6490 -8.5176 -0.35 -0.37 0.47 0.108
H -20.5006 24.7378 -8.8244 0.01 -0.03 -0.15 0.070
H -19.6094 26.1096 -8.1960 0.06 0.47 -0.81 0.072
H -18.9974 25.1876 -9.6945 -0.02 0.23 0.32 0.048
H -19.2010 23.8639 -5.4023 0.81 -0.32 -0.34 0.080
H -19.6342 25.4544 -5.8169 0.57 0.45 -0.65 0.074
H -20.5729 24.1649 -6.2917 -0.24 -0.22 -0.73 0.079
H -15.6657 25.8500 -9.1013 -0.46 0.31 0.25 0.088
H -16.8395 24.7757 -9.8764 0.17 -0.01 -0.18 0.073
H -15.0779 24.4512 -9.7910 -0.18 -0.63 -0.01 0.086
H -17.1764 25.8591 -5.7320 0.01 -0.28 0.12 0.096
C -12.8898 20.5667 -19.3693 0.19 -0.21 0.60 -0.029
C -13.1966 21.9242 -20.0315 -3.03 -0.09 -0.60 -0.464
C -14.7973 22.2093 -20.0589 0.95 -0.33 0.30 -0.109
C -15.4480 22.5831 -18.7420 0.52 -0.82 0.24 -0.230
C -14.7056 23.7279 -18.1401 0.84 0.39 -0.05 -0.158
C -13.1424 23.5900 -18.0218 -2.40 0.44 0.11 -0.435
N -12.6554 23.0548 -19.3153 -2.26 1.84 -0.04 -0.156
O -11.3174 23.1713 -19.4846 1.67 -0.38 0.29 0.012
C -12.6851 25.0791 -17.7618 1.29 -1.22 -0.49 -0.014
C -12.8620 22.7070 -16.8004 0.44 -0.37 0.10 -0.034
C -12.6674 21.8672 -21.4880 0.29 1.19 -0.03 -0.032
H -13.5130 20.3639 -18.4983 0.14 0.32 0.22 0.064
H -12.9533 19.6292 -19.9218 -0.21 0.41 -0.81 0.084
H -11.8431 20.5940 -19.0665 0.14 -0.17 0.41 0.079
H -15.0102 23.1059 -20.6409 0.30 -0.51 -0.99 0.118
H -15.3239 21.2929 -20.3255 0.14 0.12 -1.04 0.113
H -16.4701 22.9141 -18.9262 -0.19 -0.20 -0.09 0.113
H -15.4997 21.6578 -18.1682 0.00 0.09 0.75 0.093
H -15.1196 24.0434 -17.1824 0.24 0.03 -0.07 0.099
H -14.8554 24.5413 -18.8501 -0.05 0.33 0.04 0.122
H -12.4684 25.6264 -18.6791 0.21 -0.42 -0.24 0.083
H -11.7609 24.9148 -17.2077 0.21 0.84 0.06 0.074
H -13.3407 25.7717 -17.2340 -0.39 -0.78 0.44 0.083
H -13.2535 21.6978 -16.9283 -0.18 0.04 -0.09 0.070
H -13.2873 23.0877 -15.8718 -0.15 0.33 -0.27 0.058
H -11.8043 22.5628 -16.5800 0.28 0.17 -0.20 0.087
H -13.1555 21.1391 -22.1358 0.18 -0.48 0.52 0.086
H -12.7695 22.7910 -22.0574 -0.56 0.49 0.44 0.083
H -11.5786 21.8156 -21.4861 0.00 -0.85 0.02 0.077
H -11.0621 22.2879 -19.2087 1.45 -0.16 0.22 0.080
```
Forces are in eV/Å.

Net charge: 0
Orbital gap (eV): 6.52
HOMO (eV): -7.9394

=====

Look up the orbital gap of the second one. 6.52 eV

=====

The lowest orbital gap belongs to which entry? C30H72F6LiN11O16S2